Record 1
C32H36F10N2O18P | the ωB97M-V functional and the def2-TZVPD basis

Properties
E_LUMO, eV: -4.022
2S+1: 1
Charge: +1
Strongest force on any atom, eV Å⁻¹: 8.54

Positions of all 99 atoms, in Å:
1 C -5.315 -0.655 -2.145
2 P -4.347 -0.177 -0.568
3 C -5.253 -1.129 0.863
4 N -2.668 -0.777 -0.575
5 C -1.409 0.054 -0.253
6 C -0.025 -0.834 -0.345
7 C 1.551 -0.439 -0.119
8 F 1.979 0.431 -1.267
9 F 2.458 -1.585 0.122
10 C 1.662 0.541 1.228
11 C 0.983 2.068 1.196
12 C 1.163 2.948 2.594
13 C 1.984 2.371 3.931
14 C 2.665 0.870 3.932
15 C 3.534 0.221 5.181
16 F 4.942 0.087 4.671
17 F 3.436 0.979 6.449
18 F 3.069 -1.199 5.405
19 C 2.494 -0.045 2.544
20 N -0.573 -2.194 -0.717
21 C 0.097 -3.532 -0.945
22 O 1.265 -3.500 -1.840
23 C 2.071 -4.701 -1.467
24 O 2.827 -4.543 -0.215
25 C 3.371 -5.823 0.274
26 C 3.412 -5.725 1.943
27 O 4.230 -4.556 2.403
28 C -2.096 -2.156 -0.873
29 H -6.471 -0.868 -1.947
30 H -5.268 0.272 -2.878
31 H -4.777 -1.580 -2.652
32 H -6.079 -0.469 1.369
33 H -4.409 -1.407 1.630
34 H -5.755 -2.113 0.469
35 H -1.473 1.205 0.039
36 H 0.394 2.461 0.244
37 H 0.685 4.024 2.643
38 H 2.112 3.021 4.914
39 H 3.011 -1.108 2.576
40 H 0.285 -4.025 0.101
41 H -0.715 -4.218 -1.488
42 H 1.282 -5.562 -1.279
43 H 2.847 -4.962 -2.324
44 H 2.732 -6.766 0.004
45 H 4.493 -5.925 -0.104
46 H 2.313 -5.495 2.347
47 H 3.798 -6.708 2.449
48 H 4.584 -4.729 3.327
49 H -2.761 -3.084 -1.188
50 C 0.507 4.708 -2.766
51 C 0.689 6.106 -2.282
52 O -0.112 6.162 -1.124
53 C -0.117 4.890 -0.635
54 O -0.470 4.592 0.494
55 O 0.329 3.988 -1.562
56 F 0.204 6.993 -3.179
57 H -0.382 4.589 -3.394
58 H 1.377 4.341 -3.317
59 H 1.724 6.361 -2.027
60 C -5.548 3.661 3.165
61 C -5.664 3.053 1.809
62 O -5.825 1.679 2.076
63 C -6.441 1.624 3.291
64 O -6.991 0.630 3.735
65 O -6.373 2.822 3.948
66 F -4.520 3.219 1.107
67 H -4.526 3.632 3.556
68 H -5.905 4.694 3.189
69 H -6.516 3.417 1.225
70 C -5.574 9.408 3.063
71 C -5.690 8.800 1.707
72 O -5.852 7.426 1.974
73 C -6.467 7.371 3.189
74 O -7.017 6.377 3.633
75 O -6.399 8.568 3.847
76 F -4.546 8.966 1.005
77 H -4.552 9.379 3.454
78 H -5.931 10.441 3.088
79 H -6.542 9.164 1.123
80 C 7.677 -7.137 -1.095
81 C 8.168 -6.446 -2.321
82 O 7.336 -6.952 -3.340
83 C 6.159 -7.250 -2.721
84 O 5.109 -7.451 -3.308
85 O 6.297 -7.289 -1.360
86 F 9.443 -6.801 -2.597
87 H 8.131 -8.123 -0.954
88 H 7.839 -6.544 -0.191
89 H 8.084 -5.354 -2.285
90 C 1.770 -2.050 -4.434
91 C 2.620 -0.969 -5.010
92 O 2.769 -1.350 -6.359
93 C 1.636 -2.046 -6.657
94 O 1.269 -2.301 -7.792
95 O 0.956 -2.416 -5.530
96 F 3.843 -0.958 -4.433
97 H 2.353 -2.919 -4.109
98 H 1.164 -1.700 -3.594
99 H 2.173 0.029 -4.956

Record 2
C32H36F6IrN5O6PS2 | the ωB97M-V functional and the def2-TZVPD basis

Properties
ΔE to the lowest compared entry with this formula, charge and spin, eV: 0.828
E_LUMO, eV: -3.485
2S+1: 1
Charge: +1
Strongest force on any atom, eV Å⁻¹: 1.31

Positions of all 89 atoms, in Å:
1 Ir 0.325 2.272 -0.070
2 F 1.435 -4.178 -1.955
3 C 0.965 -3.766 -0.758
4 C 0.788 -2.428 -0.552
5 C 0.353 -1.961 0.690
6 C 0.210 -0.516 0.904
7 O 0.463 0.212 -0.081
8 C -0.180 -0.109 2.212
9 C -0.422 -1.081 3.141
10 N -0.333 -2.410 2.940
11 C -0.585 -3.323 4.032
12 C -1.738 -3.052 4.943
13 C -1.807 -4.198 3.977
14 C 0.092 -2.883 1.708
15 C 0.255 -4.251 1.467
16 C 0.701 -4.713 0.241
17 N 0.860 -6.113 0.059
18 C 1.771 -6.820 0.948
19 C 1.118 -8.158 1.317
20 N 0.185 -8.531 0.192
21 C 0.808 -8.219 -1.137
22 C 0.887 -6.690 -1.280
23 C -0.385 1.311 2.735
24 O -0.877 1.419 3.850
25 O -0.073 2.300 1.986
26 H 1.019 -1.718 -1.335
27 H -0.716 -0.755 4.130
28 H 0.317 -3.733 4.470
29 H -2.357 -2.191 4.732
30 H -1.595 -3.262 5.992
31 H -2.454 -4.074 3.119
32 H -1.727 -5.206 4.361
33 H 0.011 -4.963 2.242
34 H 1.951 -6.241 1.850
35 H 2.745 -6.983 0.470
36 H 0.512 -8.089 2.218
37 H 1.840 -8.965 1.427
38 H -0.657 -7.959 0.286
39 H -0.086 -9.511 0.256
40 H 0.210 -8.675 -1.922
41 H 1.790 -8.688 -1.128
42 H 0.032 -6.316 -1.842
43 H 1.791 -6.450 -1.846
44 C 4.723 2.609 -5.124
45 C 4.419 2.483 -3.652
46 O 2.979 2.435 -3.488
47 P 2.298 3.063 -2.195
48 S 0.321 2.809 -2.388
49 S 2.718 2.255 -0.423
50 O 2.822 4.557 -2.166
51 C 2.434 5.488 -3.213
52 C 1.587 6.583 -2.614
53 H 5.802 2.595 -5.281
54 H 4.329 3.545 -5.521
55 H 4.280 1.783 -5.679
56 H 4.822 3.327 -3.089
57 H 4.823 1.561 -3.233
58 H 1.897 4.954 -4.001
59 H 3.364 5.872 -3.632
60 H 0.640 6.179 -2.260
61 H 1.384 7.348 -3.365
62 H 2.105 7.044 -1.773
63 F -2.913 8.571 0.613
64 C -2.114 7.506 0.486
65 C -0.801 7.550 0.930
66 F -0.332 8.671 1.483
67 C 0.013 6.445 0.812
68 F 1.273 6.534 1.247
69 C -0.415 5.231 0.236
70 O 0.467 4.266 0.156
71 C -1.745 5.234 -0.209
72 F -2.285 4.143 -0.790
73 C -2.575 6.338 -0.079
74 F -3.839 6.259 -0.514
75 C -4.861 2.729 1.707
76 C -3.819 2.222 0.772
77 C -3.896 1.423 -0.352
78 C -2.583 1.293 -0.835
79 N -1.759 1.965 -0.034
80 N -2.522 2.516 0.927
81 C -2.143 0.549 -2.049
82 H -5.840 2.363 1.407
83 H -4.888 3.819 1.701
84 H -4.665 2.402 2.729
85 H -4.787 0.999 -0.783
86 H -2.061 3.062 1.643
87 H -2.914 -0.166 -2.331
88 H -1.205 0.024 -1.876
89 H -1.983 1.226 -2.888

Record 3
C32H37AsN4O7PTl | the ωB97M-V functional and the def2-TZVPD basis

Properties
ΔE to the lowest compared entry with this formula, charge and spin, eV: 0.000
E_LUMO, eV: 4.317
2S+1: 1
Charge: -2
Strongest force on any atom, eV Å⁻¹: 0.42

Positions of all 83 atoms, in Å:
1 Tl 0.195 0.935 -0.573
2 C -4.627 3.643 -0.361
3 O -3.614 4.347 -1.067
4 C -3.335 3.746 -2.303
5 C -3.826 4.321 -3.450
6 C -3.572 3.733 -4.692
7 C -2.843 2.559 -4.722
8 C -2.319 1.954 -3.574
9 C -1.606 0.695 -3.784
10 N -0.958 0.004 -2.922
11 N -0.431 -1.170 -3.454
12 C 0.213 -1.887 -2.557
13 O 0.415 -1.660 -1.335
14 C 0.773 -3.181 -3.108
15 C 0.804 -3.465 -4.470
16 C 1.345 -4.657 -4.928
17 C 1.855 -5.588 -4.030
18 C 1.822 -5.313 -2.670
19 C 1.287 -4.116 -2.215
20 C -2.535 2.557 -2.293
21 O -2.098 2.109 -1.186
22 H -4.738 4.120 0.614
23 H -4.341 2.598 -0.224
24 H -5.576 3.698 -0.906
25 H -4.411 5.231 -3.365
26 H -3.955 4.174 -5.603
27 H -2.658 2.075 -5.677
28 H -1.652 0.302 -4.809
29 H 0.394 -2.730 -5.150
30 H 1.368 -4.864 -5.992
31 H 2.280 -6.518 -4.391
32 H 2.215 -6.032 -1.960
33 H 1.254 -3.879 -1.158
34 O -0.774 3.485 5.612
35 C -1.445 4.162 4.711
36 O -2.074 5.172 4.980
37 C -1.414 3.634 3.324
38 C -2.086 4.236 2.275
39 N -1.843 3.499 1.182
40 N -1.071 2.451 1.450
41 C -0.789 2.500 2.737
42 C 0.104 1.433 3.326
43 O 0.371 1.557 4.560
44 O 0.547 0.570 2.556
45 H -0.341 2.639 5.177
46 H -2.698 5.120 2.264
47 H -2.236 3.555 0.241
48 C -3.196 0.063 1.679
49 P -2.035 -0.649 0.446
50 C -1.724 -2.283 1.221
51 C -3.205 -1.130 -0.880
52 H -4.077 -0.571 1.810
53 H -3.504 1.057 1.361
54 H -2.676 0.162 2.631
55 H -2.660 -2.804 1.440
56 H -1.156 -2.134 2.139
57 H -1.109 -2.874 0.542
58 H -4.054 -1.693 -0.483
59 H -2.668 -1.734 -1.611
60 H -3.553 -0.231 -1.387
61 C 3.458 -4.012 1.436
62 As 2.116 -2.548 1.470
63 C 2.568 -2.013 3.307
64 C 3.244 -1.285 0.408
65 C 4.206 -0.482 1.209
66 C 3.756 0.625 1.933
67 C 4.626 1.354 2.723
68 C 5.967 0.997 2.808
69 C 6.425 -0.100 2.097
70 C 5.550 -0.832 1.305
71 H 3.558 -4.414 0.427
72 H 3.139 -4.817 2.102
73 H 4.428 -3.640 1.771
74 H 2.274 -2.832 3.965
75 H 1.997 -1.125 3.574
76 H 3.634 -1.827 3.422
77 H 2.554 -0.643 -0.135
78 H 3.757 -1.905 -0.330
79 H 2.702 0.879 1.899
80 H 4.251 2.197 3.287
81 H 6.645 1.567 3.431
82 H 7.468 -0.389 2.156
83 H 5.915 -1.688 0.748

Record 4
C32H37BF32GaN2O8 | the ωB97M-V functional and the def2-TZVPD basis

Properties
ΔE to the lowest compared entry with this formula, charge and spin, eV: 0.350
E_LUMO, eV: 1.644
2S+1: 1
Charge: -1
Strongest force on any atom, eV Å⁻¹: 0.83

Positions of all 113 atoms, in Å:
1 C 6.536 1.411 2.788
2 C 6.567 2.045 1.390
3 C 5.354 1.693 0.514
4 C 4.204 2.700 0.605
5 N 3.270 2.371 1.678
6 Ga 1.578 3.309 1.532
7 C 1.884 5.077 0.547
8 B 2.561 6.212 1.369
9 O 3.158 6.004 2.586
10 O 2.597 7.543 0.908
11 C 0.700 3.719 3.322
12 C 0.249 2.552 4.084
13 O 0.808 1.501 4.190
14 O -0.974 2.730 4.747
15 C 0.347 2.194 0.334
16 C 0.589 2.032 -1.032
17 C -0.273 1.260 -1.801
18 C -1.354 0.643 -1.181
19 N -1.628 0.763 0.121
20 C -0.789 1.542 0.824
21 H 5.886 0.542 2.817
22 H 6.199 2.112 3.545
23 H 7.531 1.077 3.082
24 H 6.634 3.125 1.492
25 H 7.466 1.695 0.883
26 H 5.663 1.535 -0.519
27 H 4.979 0.732 0.870
28 H 4.636 3.682 0.807
29 H 3.735 2.779 -0.390
30 H 3.082 1.379 1.575
31 H 2.401 4.886 -0.394
32 H 0.884 5.430 0.268
33 H 3.216 6.840 3.055
34 H 1.732 7.817 0.603
35 H -0.106 4.440 3.213
36 H 1.483 4.215 3.896
37 H -1.604 2.107 4.374
38 H 1.453 2.509 -1.474
39 H -0.128 1.132 -2.865
40 H -2.024 0.029 -1.772
41 H -1.028 1.642 1.877
42 C -0.512 -2.484 1.010
43 C 0.848 -2.091 0.417
44 C 0.964 -2.016 -1.106
45 F 0.778 -3.238 -1.667
46 F 2.207 -1.598 -1.429
47 F 1.826 -2.882 0.915
48 F 1.036 -0.824 0.841
49 O -0.686 -3.835 1.425
50 C -1.176 -4.778 0.590
51 C -0.200 -5.944 0.421
52 F 0.953 -5.525 -0.123
53 F -0.761 -6.856 -0.421
54 F -1.550 -4.276 -0.603
55 F -2.296 -5.300 1.161
56 H -0.577 -1.910 1.932
57 H -1.333 -2.146 0.379
58 H 0.235 -1.309 -1.511
59 H 0.001 -6.415 1.385
60 C -4.716 -3.830 -1.592
61 C -4.917 -2.661 -2.568
62 C -5.426 -1.331 -2.006
63 F -6.669 -1.471 -1.499
64 F -5.484 -0.435 -3.017
65 F -5.696 -3.049 -3.601
66 F -3.679 -2.379 -3.068
67 O -5.729 -4.819 -1.553
68 C -6.793 -4.745 -0.707
69 C -8.113 -4.740 -1.485
70 F -8.179 -3.664 -2.290
71 F -9.138 -4.682 -0.605
72 F -6.720 -3.708 0.141
73 F -6.803 -5.875 0.041
74 H -3.848 -4.361 -1.977
75 H -4.442 -3.482 -0.596
76 H -4.754 -0.951 -1.233
77 H -8.197 -5.648 -2.084
78 C 0.915 12.169 -0.540
79 C 0.613 13.546 0.067
80 C 1.215 13.874 1.436
81 F 0.722 13.061 2.387
82 F 0.883 15.148 1.757
83 F -0.717 13.768 0.090
84 F 1.172 14.458 -0.786
85 O -0.086 11.181 -0.419
86 C -0.122 10.315 0.636
87 C -1.451 10.414 1.390
88 F -1.607 11.657 1.887
89 F -1.433 9.538 2.414
90 F 0.924 10.464 1.459
91 F -0.060 9.059 0.129
92 H 0.975 12.354 -1.611
93 H 1.893 11.799 -0.232
94 H 2.305 13.791 1.409
95 H -2.281 10.183 0.720
96 C -0.893 -11.507 -2.550
97 C -0.753 -11.237 -1.045
98 C 0.068 -10.022 -0.613
99 F 1.358 -10.156 -0.981
100 F 0.024 -9.928 0.737
101 F -0.305 -12.345 -0.417
102 F -2.017 -10.988 -0.593
103 O -0.058 -12.504 -3.104
104 C 1.168 -12.223 -3.632
105 C 2.269 -13.004 -2.907
106 F 2.310 -12.655 -1.608
107 F 3.458 -12.704 -3.473
108 F 1.434 -10.910 -3.663
109 F 1.171 -12.664 -4.913
110 H -1.896 -11.916 -2.658
111 H -0.869 -10.582 -3.127
112 H -0.340 -9.103 -1.039
113 H 2.083 -14.077 -2.990

Record 5
C32H37BrCl2KN7O2S2 | the ωB97M-V functional and the def2-TZVPD basis

Properties
ΔE to the lowest compared entry with this formula, charge and spin, eV: 0.000
E_LUMO, eV: 0.235
2S+1: 1
Charge: 0
Strongest force on any atom, eV Å⁻¹: 2.06

Positions of all 84 atoms, in Å:
1 K 0.894 1.402 -1.870
2 Br -8.164 -2.749 3.424
3 C -6.981 -3.369 2.074
4 C -7.478 -3.859 0.878
5 C -6.582 -4.422 -0.008
6 C -5.227 -4.520 0.243
7 C -4.719 -4.102 1.448
8 C -5.616 -3.497 2.348
9 N -4.458 -5.291 -0.685
10 N -3.505 -4.855 -1.353
11 C -2.974 -3.573 -1.232
12 C -3.797 -2.464 -1.258
13 C -3.288 -1.160 -1.409
14 C -1.923 -0.907 -1.478
15 O -1.355 0.271 -1.446
16 C -1.064 -2.091 -1.623
17 N 0.228 -1.854 -1.956
18 C 1.027 -2.873 -2.148
19 C 0.618 -4.203 -2.077
20 C -0.697 -4.477 -1.708
21 C -1.546 -3.405 -1.469
22 H -8.513 -3.780 0.591
23 H -6.938 -4.829 -0.932
24 H -3.672 -4.138 1.692
25 H -5.246 -3.093 3.309
26 H -4.863 -2.617 -1.261
27 H -3.939 -0.274 -1.403
28 H 2.043 -2.668 -2.424
29 H 1.346 -4.956 -2.194
30 H -1.121 -5.489 -1.696
31 O -0.700 1.790 0.422
32 C -0.192 1.490 1.691
33 C -0.215 2.781 2.516
34 C 0.214 3.976 1.707
35 C 1.670 4.165 1.541
36 C 2.425 4.872 2.458
37 C 3.767 5.094 2.196
38 C 4.299 4.601 1.044
39 C 3.462 3.889 0.164
40 N 2.187 3.691 0.393
41 H -1.192 1.046 -0.021
42 H 0.855 1.174 1.641
43 H -0.810 0.775 2.261
44 H 0.362 2.635 3.449
45 H -1.262 2.922 2.854
46 H -0.254 4.901 2.085
47 H -0.175 3.816 0.699
48 H 1.938 5.180 3.408
49 H 4.332 5.603 2.936
50 H 5.346 4.778 0.788
51 H 3.868 3.466 -0.739
52 C 3.268 -3.396 1.909
53 C 2.420 -2.207 1.437
54 N 2.968 -1.587 0.256
55 C 3.544 -0.348 0.168
56 S 3.880 0.232 -1.390
57 N 3.748 0.436 1.251
58 C 4.430 0.033 2.479
59 C 3.912 0.833 3.668
60 H 2.836 -3.873 2.801
61 H 4.265 -3.088 2.176
62 H 3.278 -4.128 1.070
63 H 2.286 -1.386 2.109
64 H 1.413 -2.568 1.246
65 H 2.795 -2.039 -0.657
66 H 3.985 1.378 0.956
67 H 5.516 0.189 2.327
68 H 4.253 -1.032 2.621
69 H 3.941 1.907 3.448
70 H 4.461 0.591 4.571
71 H 2.841 0.626 3.839
72 Cl 0.237 5.596 -3.213
73 C -0.162 5.970 -1.545
74 Cl -0.212 7.751 -1.206
75 H 0.592 5.529 -0.918
76 H -1.154 5.562 -1.318
77 S -1.392 0.651 -6.549
78 C 0.115 1.408 -6.835
79 C 0.630 1.763 -5.635
80 N -0.092 1.427 -4.551
81 C -1.163 0.803 -4.875
82 H 0.469 1.462 -7.886
83 H 1.558 2.227 -5.475
84 H -1.880 0.481 -4.150